DFT (the ωB97M-V functional and the def2-TZVPD basis) results for a molecular structure, C36H22N10RuS.

Output
**Lowest unoccupied orbital energy (alpha / beta)**: -0.266 / -0.295 Eh
**Net charge**: +2
**2S+1**: 5

XYZ file:
```
70
Properties=species:S:1:pos:R:3:forces:R:3
Ru 0.2193 -0.2004 -0.2727 0.3 -0.2 0.2
C -4.2065 -4.9667 0.5970 0.0 0.0 0.0
C -4.2375 -4.9871 -0.7967 0.0 0.0 0.0
C -3.3883 -4.1810 -1.5531 -0.1 -0.1 0.0
C -2.5200 -3.3653 -0.8587 0.1 0.0 -0.2
C -1.5267 -2.4004 -1.3232 0.0 -0.1 0.0
N -0.9211 -1.8365 -0.2157 -0.2 0.2 0.0
C -1.4739 -2.3641 0.9183 0.0 -0.1 0.0
N -1.1374 -2.0903 2.1643 0.0 0.0 -0.1
C -0.3747 -1.0733 2.5128 -0.1 0.1 0.0
C 0.1508 -0.8599 3.8593 -0.1 -0.2 -0.1
C 0.0317 -1.6102 5.0110 0.0 0.0 0.1
C 0.6706 -1.1218 6.1491 0.0 0.0 0.0
C 1.3869 0.0744 6.1209 0.0 0.0 0.0
C 1.4945 0.8297 4.9541 0.0 0.0 0.1
C 0.8673 0.3343 3.8297 0.1 0.2 -0.1
C 0.7786 0.8477 2.4627 -0.1 0.1 0.1
N 1.3091 1.9720 2.0515 0.0 -0.1 -0.1
C 1.3333 2.3655 0.7806 0.0 0.1 -0.1
N 1.0849 1.5970 -0.3194 -0.3 0.1 0.0
C 1.2836 2.3490 -1.4616 0.1 0.1 0.0
N 1.1707 1.9429 -2.7118 -0.1 -0.3 0.1
C 0.6267 0.7922 -3.0692 -0.1 0.2 -0.1
N -0.0382 -0.0996 -2.2527 0.2 -0.2 0.0
C -0.5113 -1.1379 -3.0022 -0.1 0.1 0.0
N -1.2685 -2.1496 -2.5824 0.1 0.1 0.1
C -0.1191 -0.9256 -4.3885 -0.1 -0.2 0.1
C -0.3444 -1.6781 -5.5306 0.0 0.0 0.0
C 0.1658 -1.1816 -6.7232 0.0 0.1 0.0
C 0.8632 0.0311 -6.7678 0.0 0.0 0.0
C 1.0784 0.7866 -5.6214 0.0 0.0 0.0
C 0.5799 0.2816 -4.4323 0.1 0.2 0.1
C 1.6919 3.6856 -1.0570 0.0 -0.1 -0.2
C 1.9956 4.8123 -1.7989 0.1 0.1 0.0
C 2.3365 5.9614 -1.0936 0.0 0.0 0.0
C 2.3682 5.9749 0.3040 0.0 0.0 0.0
C 2.0581 4.8394 1.0449 0.0 0.1 0.0
C 1.7200 3.6986 0.3386 0.0 -0.1 0.2
N 0.0149 -0.0304 1.7169 0.2 -0.2 0.0
C -2.4901 -3.3423 0.5339 0.1 0.1 0.2
C -3.3254 -4.1379 1.2904 0.0 -0.1 0.0
H -4.8817 -5.6069 1.1488 0.0 0.0 0.0
H -4.9364 -5.6415 -1.3001 0.0 0.0 0.0
H -3.4089 -4.1934 -2.6343 0.0 0.0 0.0
H -0.5337 -2.5320 5.0290 0.0 0.0 0.0
H 0.6078 -1.6783 7.0744 0.0 0.0 0.0
H 1.8655 0.4230 7.0261 0.0 0.0 0.0
H 2.0408 1.7629 4.9307 0.0 0.0 0.0
H -0.9012 -2.6048 -5.4951 0.0 0.0 0.0
H 0.0112 -1.7354 -7.6393 0.0 0.0 0.0
H 1.2320 0.3914 -7.7190 0.0 0.0 0.0
H 1.6032 1.7321 -5.6557 0.0 0.0 0.0
H 1.9631 4.8010 -2.8801 0.0 0.0 0.0
H 2.5776 6.8661 -1.6355 0.0 0.0 0.0
H 2.6351 6.8900 0.8155 0.0 0.0 0.0
H 2.0778 4.8474 2.1264 0.0 0.0 0.0
H -3.2973 -4.1198 2.3714 0.0 0.0 0.0
C 4.2872 1.1598 -0.3209 0.0 -0.2 -0.1
N 3.9686 0.3420 -1.4936 0.1 0.2 0.1
C 4.4387 0.5859 -2.7740 0.0 0.0 0.1
C 3.9765 -0.4024 -3.5670 -0.1 0.0 0.1
N 3.2260 -1.2250 -2.7534 0.0 -0.1 -0.1
C 3.2304 -0.7791 -1.4845 -0.1 0.2 -0.1
S 2.4289 -1.5139 -0.1521 0.0 0.1 -0.1
H 4.4246 2.1878 -0.6457 0.0 0.0 0.0
H 5.1971 0.7926 0.1485 0.0 0.0 0.0
H 3.4654 1.0970 0.3862 0.1 -0.1 0.0
H 5.0687 1.4293 -2.9958 0.0 0.0 0.0
H 4.1157 -0.5920 -4.6162 0.0 0.0 0.0
H 2.7665 -2.0794 -3.0264 0.0 0.0 0.0
```
Positions in Å, forces in eV/Å.